Here is 2 unconnected molecules or ions with the total composition C3H6NO3P at a distorted geometry from the Open Molecules 2025 dataset. Energies are from ωB97M-V/def2-TZVPD.

LUMO level ... 6.8 eV
Charge ... -2
HOMO-LUMO gap ... 6.35 eV

Element x y z (Å)
C1 -0.57432 0.07592 -0.80210
C2 0.75698 0.68159 1.57459
C3 0.31620 1.45777 0.43806
N1 -1.09278 0.59297 -1.81275
O1 -1.78038 -2.30506 -0.54055
O2 0.25045 -1.95124 -2.17256
O3 0.60888 -2.17479 0.35788
P1 -0.33136 -1.82082 -0.74275
H1 -0.18530 0.36864 2.18338
H2 1.46421 1.19140 2.21898
H3 1.28922 -0.28820 1.25775
H4 1.08804 1.89869 -0.21132
H5 -0.34672 2.31625 0.69492
H6 -1.46314 -0.04314 -2.44353

Results of the Mulliken charge analysis, in e, for atoms 1 through 8:
1. C 0.261
2. C -0.695
3. C -0.598
4. N -0.810
5. O -0.800
6. O -0.808
7. O -0.783
8. P 0.688

Here is 2 unconnected molecules or ions with the total composition C8H12S from the Open Molecules 2025 dataset. Energies are from ωB97M-V/def2-TZVPD.

LUMO level ... -0.3 eV
HOMO-LUMO gap ... 7.47 eV

Element x y z (Å)
C1 0.34945 1.25315 0.08958
C2 0.39748 -1.18914 -0.43346
C3 -0.86860 0.69805 0.08485
C4 -0.84046 -0.72981 -0.22838
C5 3.02053 -0.86954 1.72493
C6 2.61048 0.79279 -1.37744
C7 -2.14870 1.41883 0.34100
C8 -2.09389 -1.53454 -0.32771
S1 1.64853 0.08000 -0.18455
H1 0.62667 2.27027 0.28311
H2 0.70064 -2.19250 -0.65406
H3 2.15818 -0.88980 2.41600
H4 3.54247 0.08006 1.93200
H5 2.07094 1.02107 -2.28445
H6 3.50246 0.20594 -1.53150
H7 -2.82219 1.30615 -0.50745
H8 -1.96544 2.47653 0.50935
H9 -2.64445 1.00548 1.21889
H10 -2.73788 -1.34983 0.53058
H11 -1.86202 -2.59524 -0.37342
H12 -2.64420 -1.25791 -1.22784

Results of the Mulliken charge analysis, in e, for atoms 1 through 8:
1. C -0.839
2. C -0.715
3. C 0.903
4. C 0.841
5. C -0.530
6. C -0.958
7. C -1.399
8. C -1.385

Here is 3 unconnected molecules or ions with the total composition C20H38FN2O3S at a distorted geometry from the Open Molecules 2025 dataset. Energies are from ωB97M-V/def2-TZVPD.

LUMO level ... -2.7 eV
Charge ... +1
HOMO-LUMO gap ... 8.40 eV

Element x y z (Å)
C1 -0.00081 2.73316 2.01791
C2 -1.22137 2.77416 0.99420
S1 -2.65920 1.73089 1.48594
C3 -2.98247 0.40395 0.23811
C4 -1.63519 -0.02181 -0.43140
N1 -1.53740 0.08669 -1.79173
C5 -0.21236 -0.31322 -2.15603
C6 0.42556 -0.67067 -0.87941
C7 1.92880 -1.14646 -0.79689
C8 2.82884 0.05745 -1.35906
C9 3.23630 1.10492 -0.23173
O1 4.42351 1.78389 -0.71021
C10 4.07320 3.11240 -1.16450
N2 -0.48952 -0.49035 0.21632
C11 -0.27648 -0.73689 1.65660
C12 -0.15101 -2.29527 1.99295
F1 1.16186 -2.78008 1.82324
H1 0.49485 3.75443 1.96292
H2 -0.30050 2.53599 3.08157
H3 0.81036 2.00220 1.70477
H4 -0.79204 2.53799 -0.02344
H5 -1.56860 3.85235 0.93020
H6 -3.50423 -0.49386 0.68477
H7 -3.67100 0.85093 -0.54762
H8 -2.20661 0.41036 -2.49085
H9 0.26054 -0.35305 -3.16288
H10 2.19223 -1.22057 0.30182
H11 2.08997 -2.10758 -1.35151
H12 3.78611 -0.30679 -1.82368
H13 2.28974 0.65513 -2.15818
H14 3.42677 0.58476 0.75180
H15 2.41412 1.87348 -0.10196
H16 3.94380 3.76991 -0.25569
H17 3.13010 3.11492 -1.78124
H18 4.94015 3.51126 -1.76829
H19 0.69585 -0.24741 1.97571
H20 -1.12178 -0.35688 2.30287
H21 -0.48389 -2.39778 3.07188
H22 -0.90160 -2.86651 1.36065
C13 4.66053 -6.10045 2.18300
C14 3.39184 -5.27413 2.10437
C15 3.93234 -3.90432 1.73736
O2 5.11962 -4.12025 0.96570
C16 5.49518 -5.50092 1.06621
H23 4.49573 -7.17158 2.06302
H24 5.15164 -5.93575 3.14669
H25 2.75221 -5.65160 1.30035
H26 2.81139 -5.26983 3.02770
H27 4.21134 -3.33434 2.63075
H28 3.22184 -3.31539 1.15736
H29 5.27553 -5.97958 0.10583
H30 6.56728 -5.57689 1.25524
C17 -6.44314 4.22751 -2.38508
C18 -7.11747 2.88391 -2.18796
C19 -5.92857 1.94914 -2.06865
O3 -4.85921 2.71003 -1.48459
C20 -5.22076 4.10047 -1.49535
H31 -7.07280 5.07757 -2.12260
H32 -6.13586 4.33868 -3.42926
H33 -7.68504 2.88780 -1.25290
H34 -7.79498 2.60903 -2.99649
H35 -5.59532 1.60174 -3.05300
H36 -6.14172 1.07721 -1.44537
H37 -5.44666 4.39599 -0.46575
H38 -4.37824 4.69615 -1.85128

Results of the Mulliken charge analysis, in e, for atoms 1 through 8:
1. C -0.658
2. C -0.317
3. S -0.200
4. C 0.303
5. C -0.272
6. N -0.007
7. C -0.853
8. C 0.169